Record 1
ORCA calculation (ωB97M-V/def2-TZVPD) on C4H6O2 as an isolated structure.

Geometry as XYZ:
```
12
Properties=species:S:1:pos:R:3:nbo_charge:R:1
O -1.2374 -1.2699 1.1406 -0.621
C -0.4636 -0.3645 0.5464 0.358
C 1.0363 -0.3971 0.3876 -0.511
C 0.7944 0.6052 -0.8571 0.175
O 0.6097 0.0218 -2.0109 -0.772
C -0.6866 0.6360 -0.4197 -0.233
H -2.1411 -1.2192 0.7922 0.495
H -0.6608 0.9385 0.8672 0.247
H 1.6260 -0.1285 1.2684 0.219
H 1.3475 -1.3587 -0.0236 0.258
H 1.3695 1.5493 -0.7856 0.132
H -1.5938 0.9870 -0.9055 0.254
```

orbital gap: 0.2955 hartree
multiplicity: 1
E_HOMO: -7.894 eV
E_LUMO: 0.0054 hartree

=====

Record 2
ORCA calculation (ωB97M-V/def2-TZVPD) on a 2-piece molecular cluster, C2H2FO2S overall in a non-equilibrium geometry.

Geometry as XYZ:
```
8
Properties=species:S:1:pos:R:3:nbo_charge:R:1
C 1.2705 -0.2104 0.6202 0.679
C 0.1349 0.2137 -0.3494 0.348
O 1.1245 -0.5448 1.7803 -0.662
O 2.2609 -0.1237 -0.1867 -0.675
F 0.0142 1.5415 -0.6576 -0.343
S -2.4548 0.1340 -0.4841 -0.630
H -0.0288 -0.3774 -1.2422 0.181
H -2.3213 -0.6328 0.5196 0.101
```

orbital gap (spin up / spin down): 0.2919 / 0.2919 hartree
multiplicity: 1
charge: -1
E_HOMO (spin up / spin down): -4.593 / -4.594 eV
E_LUMO (spin up / spin down): 0.1231 / 0.1231 hartree

=====

Record 3
ORCA calculation (ωB97M-V/def2-TZVPD) on a 2-piece molecular cluster, C4H12I2N2 overall in a non-equilibrium geometry.

Geometry as XYZ:
```
20
Properties=species:S:1:pos:R:3:nbo_charge:R:1
C 1.3285 1.0370 -0.4188 -0.510
C 2.6298 0.8816 0.3632 -0.247
C 0.3586 -0.0706 -0.2569 -0.268
C -3.0474 -1.4468 0.1190 -0.238
N 3.3787 2.1099 0.1486 -0.698
N -4.0786 -2.4547 -0.3660 -0.768
I 0.7251 -1.9415 0.7020 0.207
I -3.4319 0.5133 -0.0943 0.392
H 0.7513 1.8417 0.0726 0.234
H 1.6855 1.2882 -1.4072 0.225
H 3.1122 -0.0528 0.0400 0.251
H 2.3467 0.7548 1.3883 0.236
H -0.5363 0.1150 -0.6964 0.169
H -2.6517 -1.7467 1.0483 0.211
H 4.4109 2.0310 0.3930 0.474
H 3.0090 2.6528 1.0025 0.461
H 3.1712 2.6930 -0.7127 0.469
H -4.6468 -2.1204 -1.2856 0.487
H -3.7098 -3.4209 -0.3794 0.464
H -4.8049 -2.6641 0.3397 0.450
```

orbital gap (spin up / spin down): 0.2284 / 0.3422 hartree
multiplicity: 1
charge: +2
E_HOMO (spin up / spin down): -14.166 / -15.571 eV
E_LUMO (spin up / spin down): -0.2921 / -0.2300 hartree

=====

Record 4
ORCA calculation (ωB97M-V/def2-TZVPD) on a 2-piece molecular cluster, C6H14Si overall in a non-equilibrium geometry.

Geometry as XYZ:
```
21
Properties=species:S:1:pos:R:3:nbo_charge:R:1
C -1.8074 -0.7304 -1.9239 -0.340
C -1.5875 -0.6460 -0.5985 -0.506
C -2.4412 0.3772 0.0607 -0.628
C 1.0374 1.5893 0.0389 -0.607
C 2.4789 -0.3540 0.8527 -0.613
C 1.0367 0.1783 0.7746 -0.646
Si -0.1322 -1.2878 0.3203 1.214
H -1.1169 -1.4521 -2.4672 0.211
H -2.5402 -0.0903 -2.3901 0.198
H -1.6622 1.0393 0.6110 0.198
H -3.0759 -0.0261 0.8038 0.216
H -3.0759 1.0663 -0.6011 0.216
H 1.2676 1.6211 -1.0346 0.224
H -0.0389 1.7578 0.0691 0.200
H 1.5123 2.2003 0.8165 0.217
H 3.1448 0.4175 1.2032 0.203
H 2.8738 -0.6221 -0.1836 0.209
H 2.7173 -1.1975 1.4552 0.211
H 0.8258 0.4905 1.7474 0.212
H 0.9537 -2.2871 -1.1004 -0.210
H -0.3700 -2.0442 1.5459 -0.176
```

orbital gap: 0.3833 hartree
multiplicity: 1
E_HOMO: -9.636 eV
E_LUMO: 0.0291 hartree

=====

Record 5
ORCA calculation (ωB97M-V/def2-TZVPD) on a 2-piece molecular cluster, C6H7F3N4 overall in a non-equilibrium geometry.

Geometry as XYZ:
```
20
Properties=species:S:1:pos:R:3:nbo_charge:R:1
C -3.6339 -0.7631 -0.8652 0.182
C -1.6002 -0.3516 -0.2185 0.199
C 1.9779 2.0912 1.1663 -0.435
C 2.5666 0.9465 1.0155 0.044
C -0.3080 -0.6727 0.2730 -0.046
C 3.2738 0.1328 0.0122 0.889
N -2.4412 -1.3288 -0.7295 -0.522
N -2.3475 0.8217 -0.0475 -0.321
N -3.6155 0.4983 -0.4267 -0.366
N 0.2074 -1.8581 -0.0667 -0.744
F 2.7233 0.2366 -1.2395 -0.325
F 4.5741 0.3637 -0.2511 -0.303
F 3.0920 -1.1956 0.3380 -0.337
H -4.5830 -1.2548 -1.0513 0.202
H 2.0915 3.0162 0.5592 0.235
H 1.2634 2.2509 1.9705 0.235
H 0.1449 0.0637 0.8712 0.198
H -4.2417 1.2729 -0.5891 0.416
H 1.1783 -2.0617 0.0408 0.405
H -0.3224 -2.2083 -0.7617 0.395
```

orbital gap (spin up / spin down): 0.3562 / 0.1775 hartree
multiplicity: 1
E_HOMO (spin up / spin down): -9.142 / -6.143 eV
E_LUMO (spin up / spin down): 0.0202 / -0.0483 hartree

=====

Record 6
ORCA calculation (ωB97M-V/def2-TZVPD) on C35H43ClP2Si2Ta as an isolated structure in a non-equilibrium geometry.

Geometry as XYZ:
```
84
Properties=species:S:1:pos:R:3:mulliken_charge:R:1
C 2.0406 0.8219 -0.9676 -0.324
C 0.9246 1.3315 -1.7078 -0.743
C 0.0587 2.0157 -0.7855 -0.098
H 0.7952 1.2422 -2.7774 0.834
C 0.6461 1.9395 0.5204 -0.245
C 1.8685 1.2036 0.4118 -0.822
H 2.6121 1.0821 1.1894 0.810
H 2.8964 0.3134 -1.3904 0.605
H -0.8313 2.5851 -1.0296 0.797
H 0.2626 2.4297 1.4097 0.648
Ta 0.1979 -0.0879 -0.2217 -0.354
Si -2.5226 0.3856 0.1458 -0.349
C -3.5958 0.2512 -1.4032 0.893
C -4.8483 -0.3693 -1.2727 -0.594
H -5.1856 -0.6964 -0.2879 0.203
C -5.6857 -0.5234 -2.3786 -0.632
H -6.6689 -0.9862 -2.2566 0.479
C -5.2711 -0.0570 -3.6294 -0.588
H -5.9291 -0.1603 -4.4920 0.466
C -4.0028 0.5331 -3.7812 -0.764
H -3.6714 0.8916 -4.7629 0.443
C -3.1565 0.6744 -2.6729 0.057
H -2.1663 1.1355 -2.7848 0.312
C -2.8669 2.0659 0.9204 1.083
C -3.5529 3.0711 0.2184 -0.240
H -4.0256 2.8371 -0.7403 0.381
C -3.6452 4.3676 0.7541 -0.650
H -4.1473 5.1508 0.1766 0.459
C -3.0996 4.6414 2.0141 -0.626
H -3.1526 5.6560 2.4186 0.462
C -2.4769 3.6242 2.7505 -0.626
H -2.0754 3.8327 3.7471 0.480
C -2.3834 2.3353 2.2165 -0.764
H -1.9582 1.5227 2.8103 0.569
H -3.1952 -0.5134 1.1075 -0.201
Si -8.1241 0.5137 1.8226 0.234
C -8.0010 2.2494 2.4754 0.524
C -8.8234 3.2633 1.9483 -0.174
H -9.5645 3.0255 1.1759 0.389
C -8.6832 4.5832 2.3975 -0.651
H -9.3048 5.3661 1.9584 0.405
C -7.7576 4.8939 3.3993 -0.546
H -7.6499 5.9228 3.7472 0.422
C -6.9802 3.8758 3.9655 -0.519
H -6.2736 4.1021 4.7662 0.427
C -7.1108 2.5551 3.5196 -0.505
H -6.5167 1.7597 3.9828 0.305
C -8.7416 0.6225 0.0622 0.403
C -8.0562 1.3389 -0.9382 -0.221
H -7.1023 1.8237 -0.7071 0.554
C -8.5874 1.4136 -2.2309 -0.727
H -8.0313 1.9474 -3.0052 0.459
C -9.8045 0.7985 -2.5385 -0.525
H -10.2052 0.8518 -3.5523 0.416
C -10.5060 0.1160 -1.5382 -0.574
H -11.4692 -0.3450 -1.7607 0.415
C -9.9737 0.0238 -0.2423 -0.407
H -10.5206 -0.5097 0.5443 0.350
H -8.9856 -0.3250 2.6770 -0.178
Cl -6.2421 -0.3795 1.9813 -0.255
C 0.5277 -1.7513 -3.2741 -1.071
P 0.0058 -2.3225 -1.5479 0.654
C 1.1561 -3.7416 -1.4372 -1.289
C -1.0670 -2.9068 0.1772 -0.959
C -0.1792 -2.8418 1.4224 -0.815
P 1.1407 -1.5152 1.6047 0.785
C 0.9562 -0.9690 3.3124 -1.310
C 2.8319 -2.2119 1.5287 -1.153
H 0.1309 -2.4795 -3.9949 0.484
H 1.6330 -1.7157 -3.3317 0.438
H 0.1190 -0.7540 -3.5031 0.293
H 2.1857 -3.3726 -1.3636 0.339
H 0.9231 -4.4400 -0.6279 0.397
H 1.0011 -4.2805 -2.3922 0.477
H -1.9964 -2.3253 0.2497 0.087
H -1.2740 -3.9411 -0.1175 0.697
H -0.7560 -2.8466 2.3658 0.638
H 0.4661 -3.7339 1.4546 0.464
H 1.4368 -1.6900 3.9840 0.462
H 1.4175 0.0094 3.4809 0.396
H -0.1032 -0.9056 3.5710 0.450
H 2.9633 -2.9967 2.2911 0.502
H 3.0454 -2.6381 0.5377 0.237
H 3.5821 -1.4265 1.7273 0.415
```

orbital gap (spin up / spin down): 0.0714 / 0.0715 hartree
multiplicity: 1
charge: +3
E_HOMO (spin up / spin down): -14.164 / -14.164 eV
E_LUMO (spin up / spin down): -0.4492 / -0.4490 hartree

=====

Record 7
ORCA calculation (ωB97M-V/def2-TZVPD) on a 2-piece molecular cluster, C2H3NO2S overall in a non-equilibrium geometry.

Geometry as XYZ:
```
9
Properties=species:S:1:pos:R:3:nbo_charge:R:1
C 3.3467 0.3575 0.1359 0.856
C 0.2685 0.9740 1.4336 -0.708
N 2.5196 1.2249 -0.1207 -0.787
O 4.1881 -0.2919 0.6362 -0.517
O -0.0972 1.3745 -1.0528 -0.933
S -0.3431 0.4416 0.0146 1.192
H 0.8585 1.8391 1.6051 0.244
H 0.5089 0.1947 2.1096 0.226
H 1.7630 1.3856 -0.6949 0.427
```

orbital gap: 0.3428 hartree
multiplicity: 1
E_HOMO: -10.010 eV
E_LUMO: -0.0251 hartree

=====

Record 8
ORCA calculation (ωB97M-V/def2-TZVPD) on C44H36FeN7O5 as an isolated structure.

Geometry as XYZ:
```
93
Properties=species:S:1:pos:R:3:mulliken_spin:R:1
Fe 0.1063 -0.2469 -0.0023 2.996
O -0.7325 1.0275 4.1018 0.000
C 0.4849 0.7599 4.6125 0.005
C 0.7158 1.0932 5.9492 -0.001
C 1.9470 0.8569 6.5294 0.003
C 2.9746 0.2805 5.7874 -0.002
C 2.7496 -0.0439 4.4620 0.004
C 1.5182 0.1890 3.8514 -0.012
C 1.3282 -0.1149 2.4102 0.021
O 0.0890 -0.0228 1.9354 0.078
N 2.3320 -0.4150 1.6699 -0.040
N 1.9494 -0.4622 0.3182 -0.030
C 2.1738 -1.7938 -0.2533 0.237
C 1.8219 -1.6794 -1.7104 -0.090
C 2.4554 -2.3222 -2.7640 -0.019
C 1.8926 -2.2353 -4.0229 0.016
C 0.7110 -1.5204 -4.2002 0.003
C 0.1455 -0.9022 -3.1039 0.014
N 0.6997 -0.9690 -1.8946 0.035
H -0.7199 0.6759 3.1723 0.001
H -0.0980 1.5355 6.5098 0.000
H 2.1067 1.1189 7.5687 0.000
H 3.9381 0.0867 6.2409 0.000
H 3.5295 -0.4840 3.8543 0.000
H 3.1978 -2.1476 -0.0888 0.018
H 3.3563 -2.8911 -2.5816 0.003
H 2.3598 -2.7309 -4.8646 0.002
H 0.2372 -1.4478 -5.1690 0.001
H -0.7733 -0.3312 -3.1704 0.002
C -3.8281 3.8697 -2.8924 0.000
O -2.7159 4.0450 -2.0354 0.000
C -2.8563 4.8854 -0.9837 0.000
C -3.9145 5.7689 -0.8181 0.000
C -3.9430 6.6260 0.2771 0.000
C -2.9288 6.5987 1.2169 0.000
C -1.8898 5.6876 1.0732 0.001
C -1.8391 4.8308 -0.0141 0.000
N -0.7702 3.9291 -0.1804 0.004
C -0.9248 2.5585 -0.2419 0.025
N -2.1430 2.0882 0.0805 -0.001
C -2.6725 0.8057 -0.2146 -0.043
C -1.8810 -0.3287 -0.3022 -0.032
C -2.5424 -1.5349 -0.5812 -0.058
C -3.9150 -1.5988 -0.7357 -0.006
C -4.6931 -0.4448 -0.6302 0.008
C -4.0652 0.7584 -0.3721 -0.012
O -4.7198 1.9685 -0.2426 -0.001
C -6.1287 1.9351 -0.2065 0.000
N 0.0549 1.7785 -0.5825 0.059
C 1.2990 2.3261 -0.9803 0.003
C 1.6942 2.2739 -2.3056 -0.002
C 2.9717 2.6647 -2.6885 -0.009
C 3.8658 3.1021 -1.7280 0.007
C 3.4865 3.1704 -0.3918 -0.007
C 2.2048 2.7932 -0.0172 0.022
O 1.7247 2.8633 1.2533 0.000
C 2.6722 2.9977 2.3019 -0.002
H -3.5489 3.0810 -3.5855 0.000
H -4.0482 4.7830 -3.4524 0.000
H -4.7076 3.5573 -2.3251 0.000
H -4.7095 5.8064 -1.5490 0.000
H -4.7698 7.3156 0.3875 0.000
H -2.9525 7.2609 2.0716 0.000
H -1.1072 5.6190 1.8192 0.000
H 0.1421 4.2328 0.1221 0.000
H -2.8312 2.7740 0.3469 -0.003
H -1.9642 -2.4518 -0.6406 0.004
H -4.3988 -2.5497 -0.9239 0.002
H -5.7664 -0.5018 -0.7449 0.001
H -6.4550 2.9561 -0.0186 0.000
H -6.4900 1.2846 0.5944 0.000
H -6.5458 1.5911 -1.1582 0.000
H 0.9883 1.8933 -3.0332 0.002
H 3.2665 2.6080 -3.7283 0.000
H 4.8710 3.3906 -2.0085 0.001
H 4.1966 3.5021 0.3519 0.000
H 2.1123 2.9071 3.2289 0.000
H 3.1691 3.9723 2.2657 0.000
H 3.4100 2.1943 2.2511 0.000
N -2.9683 -9.6492 0.0254 0.122
C -2.3675 -8.6595 0.0766 -0.025
C -1.6345 -7.4520 0.1342 0.240
C -1.7014 -6.5094 -0.9256 -0.031
C -0.9889 -5.3471 -0.8782 0.101
C -0.1469 -5.0310 0.2389 0.080
C -0.0986 -5.9848 1.3061 0.115
C -0.8121 -7.1460 1.2520 -0.022
C 0.5738 -3.8478 0.2625 0.159
C 1.1267 -2.7457 0.2185 -0.001
H -2.3288 -6.7250 -1.7821 0.002
H -1.0488 -4.6402 -1.6978 0.031
H 0.5175 -5.7662 2.1692 0.015
H -0.7588 -7.8513 2.0725 0.006
```

orbital gap (spin up / spin down): 0.1350 / 0.2415 hartree
expectation value of S²: 6.100
multiplicity: 5
charge: -1
E_HOMO (spin up / spin down): -1.717 / -4.614 eV
E_LUMO (spin up / spin down): 0.0719 / 0.0719 hartree

=====

Calculated energy, -8335.092; -19753.620; -23503.343; -14323.354; -20443.634; -85369.636; -18540.940; -101266.168 eV (same order as the records).
Calculated energy relative to the best compared isomer or geometry (same formula, charge and spin), 123.81; 39.16; 78.41; 74.20; 80.60; 19.04; 57.94; 33.86 kcal/mol (same order as the records).